Entry 1:
{"formula": "C3H11NS2", "method": "the ωB97M-V functional and the def2-TZVPD basis", "elements": ["C", "S", "S", "H", "H", "H", "H", "C", "N", "C", "H", "H", "H", "H", "H", "H", "H"], "positions_angstrom": [[-2.239, 2.551, 2.057], [-0.496, 2.508, 2.531], [0.143, 1.373, 0.886], [-2.384, 2.889, 1.028], [-2.711, 1.573, 2.075], [-2.719, 3.275, 2.729], [-0.454, 0.231, 1.389], [0.470, -1.349, -2.351], [0.551, -1.060, -0.898], [1.816, -1.432, -0.269], [-0.534, -1.281, -2.729], [0.948, -2.319, -2.554], [1.218, -0.682, -2.780], [-0.196, -1.582, -0.453], [2.209, -0.626, 0.344], [1.796, -2.478, 0.054], [2.583, -1.590, -1.059]], "atomic_forces_ev_per_a": [[-0.29, 0.61, -0.17], [-0.05, -0.34, -0.84], [-0.60, -0.61, 1.02], [0.35, 0.26, 0.13], [0.04, -0.13, 0.53], [-0.12, -0.37, -0.08], [0.61, 0.66, -0.61], [2.24, -0.17, 1.33], [-0.99, -0.17, -0.18], [0.74, -0.74, -2.20], [-0.18, 0.23, -0.23], [-0.65, -0.36, -0.14], [-0.65, 0.46, -0.60], [0.08, 0.15, 0.09], [-0.15, -0.51, 0.69], [-0.10, 0.39, 1.20], [-0.30, 0.65, 0.05]], "gap_ev": 9.51, "smiles": "CNC.CSS", "multiplicity": 1}

=====

Entry 2:
{"formula": "C28H44N5ORuSSe", "method": "the ωB97M-V functional and the def2-TZVPD basis", "elements": ["Ru", "C", "C", "N", "C", "C", "N", "C", "C", "N", "C", "C", "N", "C", "C", "C", "C", "C", "C", "C", "N", "H", "H", "H", "H", "H", "H", "H", "H", "H", "H", "H", "H", "H", "H", "H", "H", "H", "H", "H", "H", "H", "H", "H", "C", "C", "C", "C", "C", "C", "Se", "C", "C", "C", "H", "H", "H", "H", "H", "H", "H", "H", "H", "H", "H", "C", "C", "S", "O", "C", "C", "H", "H", "H", "H", "H", "H", "H", "H", "H", "H"], "positions_angstrom": [[0.242, 0.066, -0.354], [3.509, -2.409, -1.790], [2.296, -1.823, -1.153], [1.667, -0.773, -1.637], [2.101, -0.173, -2.877], [0.938, 0.643, -3.440], [0.376, 1.434, -2.349], [-0.807, 2.232, -2.679], [-1.817, 2.071, -1.537], [-1.067, 2.212, -0.290], [-1.854, 2.289, 0.934], [-2.234, 0.879, 1.386], [-1.089, 0.010, 1.261], [-0.832, -0.916, 2.163], [-1.535, -1.015, 3.481], [0.161, -1.880, 1.771], [0.306, -3.167, 2.276], [1.192, -4.046, 1.671], [1.922, -3.637, 0.562], [1.745, -2.353, 0.065], [0.901, -1.486, 0.695], [4.287, -1.649, -1.852], [3.304, -2.754, -2.804], [3.887, -3.246, -1.213], [2.405, -0.934, -3.604], [2.965, 0.481, -2.699], [0.160, -0.028, -3.813], [1.290, 1.275, -4.266], [1.118, 2.029, -1.979], [-1.247, 1.880, -3.611], [-0.551, 3.290, -2.807], [-2.241, 1.058, -1.563], [-2.629, 2.806, -1.626], [-0.492, 3.050, -0.357], [-2.761, 2.897, 0.811], [-1.229, 2.743, 1.707], [-3.025, 0.486, 0.733], [-2.623, 0.929, 2.407], [-1.515, -0.053, 3.995], [-1.046, -1.748, 4.115], [-2.576, -1.312, 3.348], [-0.297, -3.500, 3.105], [1.281, -5.056, 2.031], [2.579, -4.331, 0.066], [-4.827, -7.588, -0.627], [-4.122, -6.293, -0.787], [-3.373, -6.008, -1.932], [-2.696, -4.816, -2.090], [-1.935, -4.545, -3.345], [-2.748, -3.854, -1.048], [-1.759, -2.252, -1.250], [-3.517, -4.116, 0.109], [-3.645, -3.138, 1.232], [-4.184, -5.320, 0.213], [-4.758, -8.194, -1.525], [-5.876, -7.426, -0.384], [-4.396, -8.143, 0.206], [-3.328, -6.749, -2.716], [-1.914, -5.423, -3.982], [-0.909, -4.246, -3.126], [-2.411, -3.731, -3.893], [-3.068, -2.236, 1.039], [-3.298, -3.595, 2.158], [-4.691, -2.865, 1.367], [-4.778, -5.518, 1.094], [2.489, 5.221, 1.590], [3.055, 3.836, 1.340], [1.859, 2.525, 1.882], [1.733, 1.669, 0.648], [2.953, 1.564, 3.016], [4.034, 0.833, 2.253], [3.251, 5.971, 1.393], [2.176, 5.332, 2.624], [1.636, 5.434, 0.951], [3.988, 3.703, 1.881], [3.217, 3.649, 0.281], [2.298, 0.857, 3.524], [3.342, 2.274, 3.740], [3.587, 0.309, 1.406], [4.512, 0.101, 2.897], [4.799, 1.511, 1.884]], "atomic_forces_ev_per_a": [[-0.07, 1.58, -0.42], [-0.15, -0.06, -0.02], [0.09, -0.02, 0.07], [-0.17, -0.70, 0.42], [-0.09, 0.47, -0.49], [0.30, -0.27, -0.23], [0.43, -0.14, 0.45], [-0.58, 0.01, 0.32], [-0.08, 0.04, -0.34], [0.23, 0.08, -0.18], [-0.21, -0.31, 0.36], [-0.36, 0.68, -0.10], [0.29, -0.93, 0.51], [-0.35, 0.42, -0.09], [0.07, -0.07, -0.13], [0.17, -0.51, 0.02], [-0.11, 0.51, -0.08], [0.15, -0.05, -0.23], [-0.18, 0.08, 0.11], [0.05, -0.11, -0.05], [0.22, -0.20, 0.33], [0.10, 0.02, -0.02], [-0.01, 0.00, -0.04], [0.09, 0.00, -0.01], [-0.04, 0.13, 0.12], [-0.03, -0.04, 0.00], [0.04, 0.07, 0.03], [-0.10, -0.13, 0.05], [-0.17, 0.02, -0.07], [0.05, 0.02, -0.02], [0.03, -0.11, -0.03], [-0.06, 0.22, -0.07], [0.08, -0.13, 0.00], [0.05, -0.17, 0.07], [0.16, -0.05, 0.04], [-0.04, 0.05, -0.09], [0.07, -0.06, 0.13], [0.00, -0.10, -0.16], [-0.02, -0.03, 0.01], [-0.03, 0.02, 0.06], [-0.06, 0.04, 0.01], [-0.04, 0.01, 0.15], [0.04, -0.14, 0.07], [0.10, -0.04, -0.04], [-0.13, -0.20, 0.10], [0.28, 0.57, -0.06], [-0.04, -0.03, 0.12], [0.06, 0.06, 0.09], [0.08, -0.04, -0.16], [0.29, 0.48, -0.09], [-0.30, -0.57, -0.12], [0.02, 0.03, 0.00], [0.00, 0.11, 0.09], [0.04, -0.10, -0.15], [-0.03, -0.08, -0.02], [-0.07, -0.02, -0.03], [0.02, -0.08, 0.00], [0.03, -0.05, -0.13], [-0.03, -0.09, -0.06], [-0.05, 0.00, -0.07], [0.09, 0.03, -0.08], [-0.03, 0.01, 0.04], [-0.01, 0.00, 0.14], [-0.05, 0.05, 0.07], [-0.06, -0.01, 0.14], [-0.01, 0.01, 0.04], [-0.36, -0.05, 0.42], [1.10, 0.45, 0.43], [-0.36, -0.67, -0.85], [-0.32, 0.13, -0.42], [-0.03, -0.02, -0.18], [0.03, 0.05, -0.03], [-0.03, 0.09, 0.14], [-0.11, 0.00, -0.05], [0.06, -0.13, 0.00], [0.00, -0.20, 0.00], [-0.14, 0.08, 0.07], [-0.03, 0.11, 0.17], [0.10, -0.02, 0.02], [0.05, -0.03, 0.09], [0.06, 0.01, -0.06]], "gap_ev": [5.68, 6.31], "total_charge": 2, "multiplicity": 6}